1.
ORCA calculation (ωB97M-V/def2-TZVPD) on a cluster of 2 separate species, C8H10IN3 in total.

* ΔE to the lowest compared entry with this formula, charge and spin: 0.0 kcal/mol
* orbital gap: 7.3 eV
* calculated total energy: -21007.6645 eV
* multiplicity: 1
* HOMO level: -16.726 eV
* charge: +2

Last columns: bonded neighbours and bond lengths (Å).
Positions of all 22 atoms, in Å:
1 I 3.0967 -0.1390 0.2584  C6 2.234
2 N 1.1089 0.6661 2.2213  C6 1.295, H14 1.095, H20 1.050
3 N 0.4713 1.7108 -1.0480  C8 1.217, C12 1.248
4 N -2.0554 -2.1346 -0.6810  C9 1.327, C10 1.303
5 C -1.2952 -0.5178 0.8925  C10 1.435, C11 1.366, H21 1.122
6 C 1.0277 0.0707 1.0739  I1 2.234, N2 1.295, C11 1.423
7 C 0.2163 -1.8170 -0.3487  C9 1.355, C11 1.400, H15 1.148
8 C 0.1792 2.6637 -0.3503  N3 1.217, H18 1.105, H22 1.054
9 C -0.8118 -2.5869 -0.7808  N4 1.327, C7 1.355, H16 1.135
10 C -2.3379 -1.1950 0.1766  N4 1.303, C5 1.435, H17 1.140
11 C -0.0025 -0.7300 0.5069  C5 1.366, C6 1.423, C7 1.400
12 C 0.6662 0.9315 -2.0028  N3 1.248, H13 0.976, H19 1.178
13 H 0.4683 -0.0239 -1.9747  C12 0.976
14 H 2.1168 1.0462 2.4154  N2 1.095
15 H 1.1997 -2.3185 -0.6648  C7 1.148
16 H -0.5511 -3.5562 -1.3105  C9 1.135
17 H -3.4371 -0.8941 0.1819  C10 1.140
18 H 0.8609 3.0694 0.4190  C8 1.105
19 H 1.1456 1.3976 -2.9729  C12 1.178
20 H 0.3220 0.7604 2.9106  N2 1.050
21 H -1.7323 0.2985 1.5266  C5 1.122
22 H -0.6562 3.2983 -0.4488  C8 1.054

***

2.
ORCA calculation (ωB97M-V/def2-TZVPD) on an isolated molecule of C3H5N3OS.

* ΔE to the lowest compared entry with this formula, charge and spin: 67.4 kcal/mol
* SMILES string: [H]/N=C(\N)N(C=O)C=S
* orbital gap: 8.4 eV
* calculated total energy: -20542.7382 eV
* multiplicity: 1
* HOMO level: -8.762 eV
* charge: 0

Last columns: bonded neighbours and bond lengths (Å).
Positions of all 13 atoms, in Å:
1 S 1.0175 2.1248 0.8389  C7 1.695
2 O -1.4090 -2.2829 0.6040  C8 1.179
3 N 1.1987 -1.4032 -0.8630  C6 1.435, H11 1.049, H13 1.063
4 N -0.3318 0.1559 -2.2509  C6 1.371, H9 1.098
5 N -0.5493 -0.1108 0.1453  C6 1.513, C7 1.365, C8 1.465
6 C 0.2391 -0.3683 -1.1203  N3 1.435, N4 1.371, N5 1.513
7 C -0.2952 1.0530 0.8121  S1 1.695, N5 1.365, H10 1.154
8 C -1.1864 -1.1714 0.9298  O2 1.179, N5 1.465, H12 1.097
9 H 0.1480 -0.3388 -3.1054  N4 1.098
10 H -0.8707 1.4814 1.7163  C7 1.154
11 H 1.2389 -1.7993 0.1074  N3 1.049
12 H -1.5745 -0.6062 1.7867  C8 1.097
13 H 1.2818 -2.0435 -1.7080  N3 1.063

***

3.
ORCA calculation (ωB97M-V/def2-TZVPD) on a cluster of 5 separate species, C24H33FO16 in total.

* SMILES string: CCCOCC1=C(F)C(=O)OC1=O.C[C@@H]1COC(=O)O1.C[C@@H]1COC(=O)O1.C[C@@H]1COC(=O)O1.C[C@@H]1COC(=O)O1
* orbital gap: 9.1 eV
* calculated total energy: -60901.0200 eV
* multiplicity: 1
* HOMO level: -9.799 eV
* charge: 0

Last columns: bonded neighbours and bond lengths (Å).
Positions of all 74 atoms, in Å:
1 F -2.0458 -3.2431 -0.2019  C33 1.315
2 O 5.0573 2.0432 1.0627  C20 1.441, C28 1.352
3 O -10.8067 -3.6252 -1.5092  C32 1.183
4 O -1.8374 0.2314 -2.2734  C21 1.185
5 O 7.1502 1.7485 1.7587  C23 1.448, C28 1.348
6 O -3.9726 0.3053 -2.9944  C18 1.437, C21 1.353
7 O 1.0369 -0.7362 1.4572  C30 1.429, C35 1.401
8 O 5.5858 4.8552 -0.5249  C38 1.190
9 O -1.1712 -0.3193 3.3072  C27 1.193
10 O -9.6798 -2.9033 0.3027  C19 1.435, C32 1.357
11 O 3.9265 3.7585 -1.5699  C24 1.436, C38 1.350
12 O -4.1768 -3.0508 1.8818  C37 1.199
13 O -8.5554 -3.7305 -1.4365  C32 1.359, C39 1.439
14 O 6.0379 3.3680 -2.1534  C25 1.444, C38 1.351
15 O 6.0779 0.0779 0.6906  C28 1.191
16 O -3.1378 -1.0720 2.3462  C27 1.403, C37 1.376
17 O -3.5349 0.4353 -0.8127  C21 1.358, C34 1.439
18 C -5.2273 0.1691 -2.3081  O6 1.437, C34 1.510, H60 1.087, H64 1.093
19 C -8.3199 -3.0717 0.7293  O10 1.435, C39 1.509, H58 1.087, H72 1.092
20 C 5.3726 3.1683 1.9052  O2 1.441, C23 1.507, H55 1.093, H61 1.083
21 C -2.9986 0.3205 -2.0550  O4 1.185, O6 1.353, O17 1.358
22 C 5.7846 1.9367 -4.1129  C25 1.507, H46 1.089, H56 1.091, H63 1.089
23 C 6.8790 3.1675 1.8597  O5 1.448, C20 1.507, C26 1.507, H47 1.091
24 C 3.8826 2.9626 -2.7646  O11 1.436, C25 1.510, H69 1.092, H73 1.087
25 C 5.2487 2.3205 -2.7578  O14 1.444, C22 1.507, C24 1.510, H51 1.094
26 C 7.5529 3.7772 3.0614  C23 1.507, H48 1.091, H54 1.089, H74 1.089
27 C -1.7529 -0.8602 2.4172  O9 1.193, O16 1.403, C31 1.498
28 C 6.1000 1.1845 1.1297  O2 1.352, O5 1.348, O15 1.191
29 C -6.2782 -3.8518 -0.5725  C39 1.507, H52 1.091, H66 1.088, H67 1.090
30 C 2.3329 -0.5280 0.8923  O7 1.429, C41 1.503, H62 1.088, H71 1.088
31 C -1.1757 -1.5299 1.2074  C27 1.498, C33 1.323, C35 1.483
32 C -9.7861 -3.4392 -0.9399  O3 1.183, O10 1.357, O13 1.359
33 C -2.0870 -2.4024 0.8078  F1 1.315, C31 1.323, C37 1.493
34 C -4.9204 0.7931 -0.9673  O17 1.439, C18 1.510, C36 1.508, H43 1.093
35 C 0.1258 -1.2783 0.5419  O7 1.401, C31 1.483, H50 1.088, H53 1.096
36 C -5.7498 0.2862 0.1852  C34 1.508, H45 1.090, H65 1.092, H68 1.090
37 C -3.2709 -2.2843 1.7091  O12 1.199, O16 1.376, C33 1.493
38 C 5.2190 4.0731 -1.3427  O8 1.190, O11 1.350, O14 1.351
39 C -7.5819 -3.0969 -0.5869  O13 1.439, C19 1.509, C29 1.507, H42 1.095
40 C 3.5559 -2.5725 1.7495  C41 1.524, H44 1.082, H49 1.082, H70 1.087
41 C 3.3800 -1.0605 1.8305  C30 1.503, C40 1.524, H57 1.083, H59 1.088
42 H -7.4268 -2.0813 -0.9662  C39 1.095
43 H -4.9766 1.8838 -1.0221  C34 1.093
44 H 2.6854 -3.1283 2.0732  C40 1.082
45 H -6.7936 0.5746 0.0621  C36 1.090
46 H 6.8159 1.5956 -4.0321  C22 1.089
47 H 7.2414 3.6375 0.9442  C23 1.091
48 H 7.2075 3.3075 3.9836  C26 1.091
49 H 4.4205 -2.8445 2.3402  C40 1.082
50 H 0.5008 -2.1546 0.0168  C35 1.088
51 H 5.2727 1.4597 -2.0834  C25 1.094
52 H -5.8688 -3.9272 -1.5805  C29 1.091
53 H -0.0929 -0.5177 -0.2164  C35 1.096
54 H 8.6313 3.6312 3.0091  C26 1.089
55 H 4.9797 2.9750 2.9067  C20 1.093
56 H 5.7784 2.7913 -4.7908  C22 1.091
57 H 3.1369 -0.7884 2.8505  C41 1.083
58 H -8.0173 -2.2537 1.3789  C19 1.087
59 H 4.3240 -0.5974 1.5492  C41 1.088
60 H -6.0194 0.6784 -2.8509  C18 1.087
61 H 4.9327 4.0763 1.5103  C20 1.083
62 H 2.4231 -0.9597 -0.1023  C30 1.088
63 H 5.1857 1.1367 -4.5467  C22 1.089
64 H -5.4641 -0.8955 -2.2334  C18 1.093
65 H -5.6882 -0.8015 0.2579  C36 1.092
66 H -5.5517 -3.3509 0.0646  C29 1.088
67 H -6.4188 -4.8696 -0.2081  C29 1.090
68 H -5.3840 0.6929 1.1275  C36 1.090
69 H 3.7328 3.6287 -3.6174  C24 1.092
70 H 3.7981 -2.8479 0.7261  C40 1.087
71 H 2.4697 0.5469 0.7924  C30 1.088
72 H -8.2407 -4.0150 1.2737  C19 1.092
73 H 3.0676 2.2451 -2.7177  C24 1.087
74 H 7.3470 4.8458 3.1095  C26 1.089

***

Please write out number 2 again, unchanged.
ORCA calculation (ωB97M-V/def2-TZVPD) on an isolated molecule of C3H5N3OS.

* ΔE to the lowest compared entry with this formula, charge and spin: 67.4 kcal/mol
* SMILES string: [H]/N=C(\N)N(C=O)C=S
* orbital gap: 8.4 eV
* calculated total energy: -20542.7382 eV
* multiplicity: 1
* HOMO level: -8.762 eV
* charge: 0

Last columns: bonded neighbours and bond lengths (Å).
Positions of all 13 atoms, in Å:
1 S 1.0175 2.1248 0.8389  C7 1.695
2 O -1.4090 -2.2829 0.6040  C8 1.179
3 N 1.1987 -1.4032 -0.8630  C6 1.435, H11 1.049, H13 1.063
4 N -0.3318 0.1559 -2.2509  C6 1.371, H9 1.098
5 N -0.5493 -0.1108 0.1453  C6 1.513, C7 1.365, C8 1.465
6 C 0.2391 -0.3683 -1.1203  N3 1.435, N4 1.371, N5 1.513
7 C -0.2952 1.0530 0.8121  S1 1.695, N5 1.365, H10 1.154
8 C -1.1864 -1.1714 0.9298  O2 1.179, N5 1.465, H12 1.097
9 H 0.1480 -0.3388 -3.1054  N4 1.098
10 H -0.8707 1.4814 1.7163  C7 1.154
11 H 1.2389 -1.7993 0.1074  N3 1.049
12 H -1.5745 -0.6062 1.7867  C8 1.097
13 H 1.2818 -2.0435 -1.7080  N3 1.063